[1]
The following is a DFT calculation (ωB97M-V with the def2-TZVPD basis set) of a structure of composition C43H49BrN5O6SSbTl.

Its calculated total energy is -5778.10661 Eh. The highest occupied orbital energy (spin up / spin down) is -4.8 / -4.1 eV. The value obtained for the strongest force on any atom is 0.151 eV Å⁻¹. As for the charge: -1. Its energy above the lowest of the compared OMol25 structures with the same formula, charge and spin is 42.3 kcal/mol.

Structure (XYZ):
```
107
Properties=species:S:1:pos:R:3:forces:R:3
Tl 0.039 0.638 -0.989 0.041 0.059 0.009
O -6.250 -3.887 1.039 -0.004 0.009 0.009
N -6.656 -2.895 0.466 0.003 -0.012 -0.016
O -7.830 -2.667 0.240 0.001 0.001 0.003
C -5.669 -1.886 0.044 0.003 0.004 0.001
C -6.094 -0.607 0.062 -0.010 -0.001 0.008
C -5.201 0.453 -0.275 0.009 0.001 -0.001
C -5.604 1.801 -0.280 0.000 -0.002 -0.004
C -4.699 2.763 -0.633 0.002 0.010 0.001
C -3.393 2.366 -0.974 -0.001 -0.008 -0.011
N -2.995 1.114 -0.963 0.017 0.013 0.013
C -3.874 0.159 -0.619 0.005 -0.011 0.003
C -3.427 -1.227 -0.630 -0.003 0.006 -0.009
N -2.141 -1.453 -0.954 0.001 -0.014 -0.016
C -1.716 -2.694 -1.041 0.003 0.000 0.018
C -2.559 -3.796 -0.829 0.005 -0.005 0.003
C -3.859 -3.587 -0.462 -0.009 -0.009 -0.010
C -4.329 -2.265 -0.326 0.003 0.008 0.008
H -7.116 -0.389 0.340 0.000 0.003 -0.001
H -6.623 2.054 -0.014 0.000 0.000 0.001
H -4.968 3.810 -0.659 0.001 0.000 -0.001
H -2.645 3.089 -1.284 0.009 0.015 0.002
H -0.665 -2.834 -1.272 0.017 -0.009 -0.007
H -2.165 -4.798 -0.939 0.004 0.001 0.000
H -4.513 -4.421 -0.264 0.000 0.001 0.000
C 6.391 -1.782 3.401 0.000 -0.002 0.003
C 5.467 -2.004 2.234 0.002 0.004 -0.005
C 4.119 -2.280 2.435 -0.004 0.009 -0.005
C 3.253 -2.428 1.362 -0.006 0.009 0.013
C 3.733 -2.310 0.067 0.003 0.002 0.001
C 5.080 -2.056 -0.153 -0.001 -0.001 -0.007
C 5.935 -1.901 0.927 0.000 0.001 0.003
S 2.605 -2.421 -1.309 0.051 0.025 0.004
O 3.333 -3.086 -2.370 0.015 -0.020 0.003
O 1.439 -3.103 -0.785 -0.022 0.002 -0.001
N 2.192 -0.936 -1.617 -0.086 -0.108 -0.028
C 2.871 -0.067 -2.428 -0.019 0.021 0.012
C 4.015 -0.334 -3.212 0.015 0.001 -0.014
C 4.546 0.680 -3.978 -0.006 0.001 0.004
C 3.958 1.943 -3.987 0.002 -0.010 0.003
C 2.837 2.117 -3.199 0.000 0.033 -0.001
N 2.319 1.160 -2.440 0.016 -0.012 0.020
H 6.038 -2.307 4.289 0.001 -0.001 0.000
H 6.450 -0.718 3.648 -0.002 -0.001 -0.001
H 7.402 -2.124 3.178 0.001 0.000 0.000
H 3.734 -2.367 3.445 0.002 -0.001 -0.001
H 2.203 -2.636 1.519 -0.001 0.005 0.004
H 5.455 -1.992 -1.166 -0.005 0.001 -0.001
H 6.986 -1.699 0.751 0.001 -0.001 0.000
H 4.428 -1.330 -3.234 0.001 0.005 0.003
H 5.421 0.482 -4.586 0.001 -0.001 -0.001
H 4.346 2.752 -4.589 0.000 0.000 -0.001
H 2.315 3.069 -3.168 -0.012 -0.009 0.006
C -0.873 3.048 2.030 0.006 -0.005 0.005
C -0.676 1.776 2.846 -0.009 0.002 -0.015
C -1.853 0.833 2.599 0.001 -0.001 0.000
C -0.621 2.121 4.333 0.001 0.005 0.006
Sb 1.111 0.588 2.316 0.032 0.003 0.022
C 2.659 2.110 1.934 -0.002 0.005 0.017
C 2.809 3.013 3.155 0.005 0.007 -0.003
C 2.417 2.957 0.688 0.001 -0.001 0.010
C 3.942 1.303 1.734 0.003 0.002 0.001
C -0.984 -3.455 3.140 -0.007 -0.012 0.009
C -2.318 -2.930 2.737 -0.008 -0.001 0.013
C -0.280 -2.882 4.319 0.006 0.014 0.000
C -0.228 -4.256 2.138 0.002 0.004 0.002
H -1.836 3.506 2.296 0.001 0.001 0.002
H -0.885 2.847 0.956 0.001 0.006 -0.001
H -0.095 3.787 2.230 0.000 -0.002 -0.005
H -2.795 1.324 2.883 0.003 -0.001 -0.001
H -1.766 -0.082 3.190 -0.001 -0.008 0.000
H -1.926 0.550 1.546 -0.006 -0.001 -0.011
H -1.551 2.623 4.634 0.001 0.000 -0.001
H 0.209 2.791 4.568 -0.010 -0.004 0.004
H -0.512 1.226 4.950 0.000 0.000 -0.001
H 1.926 3.636 3.311 0.008 0.002 -0.002
H 3.665 3.686 3.013 -0.001 -0.002 0.000
H 2.984 2.439 4.069 0.000 0.001 0.001
H 1.502 3.545 0.749 -0.005 -0.008 -0.009
H 2.370 2.346 -0.214 -0.006 -0.008 -0.021
H 3.255 3.658 0.565 -0.005 0.002 0.001
H 4.185 0.697 2.610 0.000 -0.003 0.010
H 4.783 1.984 1.550 -0.001 -0.002 -0.004
H 3.865 0.630 0.875 0.006 -0.006 0.000
H -2.840 -2.455 3.571 0.000 0.000 0.000
H -2.958 -3.724 2.339 0.003 0.006 0.005
H -2.232 -2.179 1.935 0.001 0.007 0.006
H -0.978 -2.643 5.126 -0.003 0.002 -0.003
H 0.253 -1.946 4.078 -0.009 -0.015 -0.026
H 0.473 -3.573 4.707 -0.003 0.002 0.001
H 0.105 -3.650 1.283 0.008 0.006 -0.014
H -0.850 -5.054 1.717 0.003 0.009 -0.006
H 0.665 -4.714 2.570 -0.005 -0.006 0.002
Br -3.647 3.269 -8.885 -0.001 0.000 -0.001
C -2.809 2.819 -7.235 0.001 0.002 0.001
C -2.529 1.491 -6.960 0.001 0.000 -0.001
C -1.920 1.173 -5.755 -0.006 -0.002 0.004
C -1.597 2.167 -4.839 -0.026 0.000 0.016
C -1.887 3.491 -5.141 -0.001 0.006 0.000
C -2.496 3.829 -6.341 0.002 -0.004 -0.002
C -0.943 1.810 -3.515 0.134 -0.030 -0.062
O -0.691 2.742 -2.722 -0.088 0.005 0.065
O -0.702 0.589 -3.326 -0.074 0.015 -0.030
H -2.783 0.721 -7.676 0.000 0.001 0.000
H -1.684 0.148 -5.502 0.004 0.001 0.000
H -1.622 4.250 -4.417 -0.002 0.000 0.001
H -2.723 4.858 -6.582 0.001 0.001 0.000
```
Forces are in eV/Å.

[2]
The following is a DFT calculation (ωB97M-V with the def2-TZVPD basis set) of a structure of composition C43H49ClMgN3O2P2 at a distorted geometry.

Its calculated total energy is -3325.77696 Eh. The highest occupied orbital energy is -4.4 eV. The value obtained for the strongest force on any atom is 2.751 eV Å⁻¹. As for the charge: -1.

Structure (XYZ):
```
101
Properties=species:S:1:pos:R:3:forces:R:3
Mg -1.142 -0.482 -0.921 0.103 -0.215 0.022
C -2.981 1.858 2.155 -0.424 -0.240 0.489
C -1.831 1.672 3.153 -0.092 -0.081 -0.030
C -1.595 3.029 3.825 0.009 0.006 0.042
P -0.487 0.641 2.353 0.091 0.075 -0.006
C 0.582 0.073 3.799 -0.019 0.034 0.023
C 2.016 -0.145 3.317 0.015 -0.016 -0.001
C 0.608 0.895 5.085 0.003 -0.032 -0.001
C 0.665 1.769 1.490 0.171 -0.033 0.168
C 1.087 2.963 2.079 0.126 -0.044 0.027
C 2.063 3.781 1.536 -0.058 -0.016 -0.018
C 2.679 3.349 0.367 0.010 -0.020 -0.025
C 2.290 2.177 -0.243 0.000 0.017 -0.015
C 1.237 1.355 0.248 0.091 -0.098 -0.019
N 0.845 0.211 -0.412 -0.087 0.340 -0.239
C 1.286 0.101 -1.759 0.239 0.105 0.136
C 0.936 1.110 -2.677 -0.058 0.001 -0.003
C 1.215 1.029 -4.024 0.011 -0.040 0.009
C 1.832 -0.113 -4.521 -0.041 0.024 0.062
C 2.174 -1.117 -3.636 -0.027 -0.025 -0.070
C 1.968 -1.019 -2.251 -0.048 -0.201 0.011
P 2.831 -2.444 -1.446 0.092 0.023 -0.091
C 4.571 -1.715 -1.531 -0.048 0.065 -0.026
C 4.632 -0.225 -1.191 0.073 -0.068 0.022
C 5.276 -1.987 -2.860 -0.016 -0.004 0.000
C 2.744 -2.543 0.415 -0.008 -0.038 0.020
C 1.358 -2.711 1.022 -0.078 -0.052 -0.004
C 3.570 -3.783 0.804 -0.066 0.061 0.032
H -3.928 1.998 2.686 -0.033 -0.131 0.134
H -3.075 1.018 1.473 -0.091 -0.297 0.149
H -2.813 2.752 1.546 -0.695 -1.928 1.835
H -2.166 0.965 3.924 0.016 -0.020 0.020
H -1.402 3.793 3.072 0.015 -0.171 0.356
H -0.784 3.040 4.547 0.030 -0.020 0.058
H -2.509 3.324 4.353 -0.030 -0.001 -0.023
H 0.150 -0.905 4.044 0.009 -0.007 -0.016
H 2.558 0.803 3.301 -0.010 0.005 -0.010
H 2.050 -0.549 2.308 0.019 -0.049 -0.042
H 2.544 -0.831 3.986 0.012 0.002 -0.002
H 1.046 1.879 4.915 0.000 0.020 -0.008
H 1.237 0.387 5.824 -0.004 0.001 0.009
H -0.380 1.022 5.528 -0.022 0.017 -0.015
H 0.638 3.261 3.012 0.018 -0.013 0.096
H 2.349 4.707 2.018 0.007 -0.009 0.019
H 3.485 3.927 -0.071 -0.005 -0.006 -0.021
H 2.811 1.867 -1.136 -0.041 0.050 -0.030
H 0.406 1.974 -2.291 0.009 0.019 0.007
H 0.908 1.828 -4.688 -0.009 -0.004 -0.004
H 2.014 -0.232 -5.582 -0.007 -0.002 -0.006
H 2.626 -2.025 -4.025 0.006 0.002 0.010
H 5.120 -2.258 -0.762 0.004 -0.080 0.091
H 4.256 0.369 -2.026 -0.005 -0.006 -0.014
H 5.664 0.082 -0.998 0.011 0.012 -0.019
H 4.035 0.032 -0.314 0.033 -0.041 0.007
H 4.909 -1.318 -3.640 -0.027 -0.023 -0.009
H 5.126 -3.014 -3.195 0.012 -0.014 0.012
H 6.352 -1.815 -2.760 -0.003 0.040 -0.009
H 3.225 -1.659 0.838 -0.024 0.126 0.052
H 0.911 -3.655 0.695 0.037 0.067 0.007
H 0.687 -1.895 0.764 0.094 -0.034 0.071
H 1.443 -2.753 2.112 0.012 -0.044 0.015
H 3.105 -4.684 0.396 -0.012 0.002 0.007
H 3.591 -3.878 1.892 -0.005 -0.001 0.006
H 4.601 -3.761 0.456 0.059 0.035 -0.034
Cl -4.209 -6.387 2.280 0.017 0.044 -0.009
C -3.669 -4.828 1.691 -0.010 -0.045 0.003
C -4.158 -3.657 2.285 -0.016 0.027 0.017
C -3.768 -2.424 1.833 -0.019 -0.067 -0.010
C -2.852 -2.274 0.748 0.014 0.184 -0.226
O -2.557 -1.116 0.289 -0.233 -0.268 0.273
C -2.338 -3.493 0.200 0.160 0.043 -0.061
C -1.292 -3.484 -0.796 -0.206 0.014 0.153
O -0.636 -2.509 -1.127 0.149 -0.137 -0.218
C -2.772 -4.744 0.664 -0.032 -0.038 -0.002
H -4.856 -3.738 3.109 -0.010 0.005 -0.004
H -4.163 -1.529 2.289 0.006 0.133 0.008
H -1.062 -4.457 -1.266 0.048 -0.044 0.077
H -2.374 -5.644 0.210 0.009 -0.001 -0.004
C -3.494 4.652 1.010 0.041 0.413 -0.314
C -4.446 3.943 0.284 0.058 0.084 0.009
C -4.063 2.893 -0.535 -0.020 -0.067 -0.064
C -2.724 2.540 -0.610 0.384 0.251 -0.609
C -1.771 3.229 0.123 0.476 0.694 -1.241
C -2.156 4.294 0.924 0.290 1.183 -0.981
N -2.267 1.464 -1.447 -0.160 0.230 0.193
N -2.771 1.503 -2.581 -0.051 0.027 -0.145
C -2.384 0.472 -3.485 0.004 -0.045 0.028
C -2.773 0.712 -4.803 0.015 -0.002 -0.042
C -2.426 -0.209 -5.776 0.015 -0.022 0.045
C -1.721 -1.349 -5.394 -0.023 0.041 -0.031
C -1.360 -1.553 -4.067 -0.001 -0.075 0.090
C -1.668 -0.647 -3.045 -0.121 0.341 -0.010
H -3.797 5.477 1.643 -0.005 -0.017 0.031
H -5.492 4.210 0.356 -0.002 -0.001 0.017
H -4.789 2.328 -1.104 0.006 0.011 0.002
H -0.733 2.934 0.062 -0.088 0.051 -0.020
H -1.403 4.836 1.483 -0.033 0.035 -0.153
H -3.322 1.615 -5.043 -0.026 -0.005 0.000
H -2.700 -0.049 -6.811 -0.008 -0.002 -0.009
H -1.449 -2.081 -6.147 0.010 -0.010 -0.001
H -0.804 -2.455 -3.822 0.015 0.014 -0.005
```
Forces are in eV/Å.